# 1
DFT (wB97M-V/def2-TZVPD) results for a molecular structure, C44H39Br4N5O4RbSSbSe in a non-equilibrium geometry.

Atoms and positions in Å:
Rb  -0.31  0.66  1.76
N  2.99  1.12  2.45
C  2.63  2.07  1.41
C  1.92  1.31  0.28
O  2.51  0.32  -0.18
O  0.82  1.75  -0.12
H  3.74  1.50  3.02
H  3.36  0.30  1.97
H  3.51  2.56  0.97
H  1.97  2.85  1.81
Br  -2.48  -5.28  5.65
C  -2.01  -3.53  5.08
C  -2.03  -2.50  6.00
Br  -2.55  -2.81  7.80
C  -1.71  -1.22  5.55
Br  -1.67  0.22  6.80
C  -1.47  -0.90  4.22
O  -1.32  0.32  3.84
C  -1.40  -1.99  3.24
O  -1.14  -1.75  2.02
C  -1.66  -3.27  3.76
Br  -1.57  -4.77  2.58
C  3.66  2.81  -2.22
N  2.29  3.23  -2.25
C  1.70  4.07  -1.38
Se  2.53  5.18  -0.24
N  0.38  4.12  -1.65
C  0.09  3.25  -2.67
C  -1.07  2.97  -3.36
C  -0.98  2.08  -4.42
C  0.22  1.48  -4.77
C  1.40  1.78  -4.11
C  1.32  2.68  -3.06
H  4.23  3.53  -1.64
H  4.06  2.78  -3.24
H  3.74  1.82  -1.76
H  -0.28  4.53  -1.00
H  -2.01  3.42  -3.09
H  -1.87  1.83  -4.98
H  0.24  0.77  -5.58
H  2.33  1.33  -4.39
N  0.26  2.22  4.78
C  -0.07  3.39  4.27
N  -0.71  3.60  3.17
C  -0.87  4.92  2.90
C  -1.50  5.44  1.78
C  -1.59  6.81  1.63
C  -1.08  7.67  2.59
C  -0.44  7.18  3.71
C  -0.33  5.81  3.85
S  0.43  4.91  5.13
H  -0.34  1.39  4.49
H  0.64  2.19  5.71
H  -1.91  4.76  1.05
H  -2.07  7.22  0.75
H  -1.16  8.74  2.45
H  -0.03  7.84  4.46
C  2.92  -2.11  -2.35
C  1.74  -2.27  -3.25
C  1.93  -2.63  -4.58
C  0.87  -2.84  -5.43
C  -0.42  -2.67  -4.96
C  -0.62  -2.30  -3.64
C  0.44  -2.10  -2.77
Sb  0.02  -1.50  -0.68
C  0.86  -3.32  0.17
C  1.55  -3.09  1.35
C  2.08  -4.12  2.11
C  1.94  -5.42  1.67
C  1.31  -5.67  0.46
C  0.76  -4.64  -0.30
C  0.11  -5.00  -1.60
C  -2.09  -2.02  -0.90
C  -2.61  -3.22  -0.44
C  -3.96  -3.50  -0.54
C  -4.81  -2.58  -1.12
C  -4.31  -1.38  -1.58
C  -2.96  -1.07  -1.45
C  -2.45  0.25  -1.95
H  3.82  -1.88  -2.92
H  3.09  -3.04  -1.81
H  2.75  -1.33  -1.62
H  2.95  -2.78  -4.94
H  1.04  -3.14  -6.46
H  -1.27  -2.84  -5.61
H  -1.64  -2.20  -3.28
H  1.67  -2.07  1.69
H  2.58  -3.91  3.04
H  2.31  -6.25  2.26
H  1.23  -6.69  0.10
H  -0.33  -5.99  -1.53
H  0.87  -5.03  -2.39
H  -0.65  -4.29  -1.88
H  -1.94  -3.93  0.01
H  -4.34  -4.44  -0.16
H  -5.87  -2.81  -1.23
H  -4.98  -0.66  -2.04
H  -3.25  0.82  -2.42
H  -1.66  0.09  -2.69
H  -2.02  0.83  -1.13

E_LUMO: 3.7 eV
frontier orbital gap: 5.14 eV
energy above the lowest of the compared OMol25 structures with the same formula, charge and spin: 27.2 kcal/mol
HOMO: -1.493 eV
total charge: -2

Results of the Löwdin charge analysis, in e, for atoms 1 through 5:
1 Rb 1.07
2 N 0.00
3 C -0.26
4 C -0.85
5 O -0.10

# 2
DFT (wB97M-V/def2-TZVPD) results for a molecular structure, C25H48InN9O3PSSeSi3 in a non-equilibrium geometry.

Atoms and positions in Å:
In  0.01  0.05  0.11
N  2.12  0.50  1.59
N  3.16  1.36  1.18
C  3.23  1.90  -0.06
N  4.38  2.55  -0.27
S  2.06  1.66  -1.27
H  1.83  0.80  2.52
H  2.49  -0.44  1.65
H  4.00  1.37  1.74
H  5.12  2.59  0.43
H  4.55  2.94  -1.19
C  -3.26  -1.33  -0.85
O  -1.84  -1.34  -0.75
Si  -0.74  -2.58  -1.14
C  -1.10  -3.07  -2.92
C  -1.31  -4.11  -0.21
C  0.87  -1.81  -0.61
Si  1.76  -2.76  0.76
C  0.99  -2.47  2.43
C  3.54  -2.22  0.96
C  1.88  -4.61  0.44
Si  1.98  -1.55  -2.10
C  1.06  -0.53  -3.34
C  2.36  -3.28  -2.72
C  3.72  -0.85  -1.81
H  -3.67  -2.27  -0.52
H  -3.57  -1.12  -1.86
H  -3.64  -0.52  -0.21
H  -2.10  -3.48  -3.03
H  -0.46  -3.91  -3.21
H  -0.97  -2.34  -3.71
H  -2.40  -4.17  -0.28
H  -1.05  -4.10  0.84
H  -0.95  -5.02  -0.66
H  0.99  -1.43  2.82
H  1.57  -3.05  3.19
H  -0.04  -2.84  2.52
H  3.80  -1.18  0.73
H  4.21  -2.79  0.30
H  3.86  -2.41  1.99
H  1.58  -5.22  1.27
H  2.89  -4.88  0.11
H  1.25  -4.87  -0.41
H  0.73  -1.17  -4.16
H  1.67  0.26  -3.79
H  0.18  -0.11  -2.84
H  1.47  -3.92  -2.85
H  3.00  -3.75  -1.98
H  2.86  -3.34  -3.67
H  3.83  -0.17  -0.98
H  4.00  -0.29  -2.72
H  4.40  -1.67  -1.64
Se  -2.41  2.73  7.10
N  -2.83  1.26  6.17
C  -2.25  1.45  5.01
C  -2.26  0.43  3.96
C  -2.88  -0.82  4.18
C  -2.78  -1.77  3.20
C  -2.07  -1.45  2.04
N  -1.48  -0.27  1.82
C  -1.56  0.66  2.79
C  -0.90  1.93  2.54
N  -0.31  2.08  1.34
C  0.21  3.27  1.03
C  0.30  4.31  1.94
C  -0.21  4.13  3.22
C  -0.87  2.92  3.51
C  -1.53  2.68  4.79
N  -1.50  3.51  5.77
H  -3.42  -0.96  5.10
H  -3.30  -2.72  3.24
H  -1.93  -2.16  1.25
H  0.58  3.39  0.02
H  0.72  5.27  1.67
H  -0.14  4.93  3.91
N  0.36  3.72  -3.21
C  -0.65  2.69  -3.65
P  -1.73  2.57  -2.16
O  -1.73  4.02  -1.67
O  -1.37  1.42  -1.27
C  -3.53  2.41  -2.75
N  -4.28  3.39  -1.85
H  0.71  4.33  -3.95
H  1.19  3.30  -2.73
H  -0.18  4.29  -2.53
H  -0.17  1.74  -3.93
H  -1.27  3.13  -4.47
H  -3.98  1.43  -2.68
H  -3.58  2.79  -3.78
H  -3.57  4.10  -1.58
H  -4.63  2.93  -1.00
H  -5.07  3.92  -2.25

E_LUMO: -7.8 eV
frontier orbital gap: 7.84 eV
energy above the lowest of the compared OMol25 structures with the same formula, charge and spin: 0.0 kcal/mol
HOMO: -15.617 eV
total charge: +3

Results of the Löwdin charge analysis, in e, for atoms 1 through 5:
1 In 0.78
2 N 0.03
3 N -0.02
4 C -0.76
5 N 0.15

# 3
DFT (wB97M-V/def2-TZVPD) results for a single C13H16N2O5 molecule in a non-equilibrium geometry.

Atoms and positions in Å:
N  -3.61  0.13  1.86
C  -2.35  0.19  1.18
C  -1.97  -1.20  0.60
C  -2.97  -1.65  -0.45
O  -4.17  -1.72  -0.29
O  -2.36  -1.85  -1.60
C  -2.44  1.23  -0.02
O  -3.48  1.67  -0.38
N  -1.27  1.66  -0.60
C  0.06  1.32  -0.15
C  0.72  0.27  -1.12
C  1.91  -0.48  -0.46
C  1.92  -1.86  -0.29
C  3.11  -2.42  0.15
C  4.26  -1.66  0.46
C  4.21  -0.28  0.36
C  3.00  0.28  -0.03
C  0.86  2.61  -0.04
O  1.61  2.90  0.89
O  0.63  3.41  -1.12
H  -4.03  1.01  2.17
H  -4.33  -0.28  1.24
H  -1.56  0.37  1.93
H  -1.89  -1.90  1.42
H  -0.99  -1.15  0.12
H  -3.00  -2.05  -2.26
H  -1.39  2.35  -1.27
H  -0.12  0.79  0.78
H  1.23  0.95  -1.90
H  0.04  -0.42  -1.59
H  1.03  -2.45  -0.55
H  3.03  -3.48  0.32
H  5.10  -2.22  0.83
H  5.08  0.36  0.63
H  2.99  1.36  -0.02
H  1.12  4.20  -0.79

E_LUMO: 0.5 eV
SMILES string: N[C@@H](CC(=O)O)C(=O)N[C@@H](Cc1ccccc1)C(=O)O
frontier orbital gap: 9.64 eV
energy above the lowest of the compared OMol25 structures with the same formula, charge and spin: 34.1 kcal/mol
HOMO: -9.166 eV

Results of the natural (NBO) charge analysis, in e, for atoms 1 through 5:
1 N -0.85
2 C -0.14
3 C -0.51
4 C 0.79
5 O -0.59

# 4
DFT (wB97M-V/def2-TZVPD) results for a molecular structure, C5H7N3 in a non-equilibrium geometry.

Atoms and positions in Å:
C  0.17  -0.23  -0.66
C  1.35  0.25  -1.26
C  2.09  0.79  -0.03
C  1.32  0.43  1.04
C  -2.27  -0.44  0.92
H  -1.74  -1.44  -0.84
H  -0.49  -0.63  -2.65
H  1.68  0.28  -2.36
H  2.99  1.56  0.03
H  1.26  0.69  1.98
H  -3.00  -0.58  1.63
H  -2.39  -0.90  -0.01
N  -1.03  -0.47  -1.47
N  0.04  -0.08  0.54
N  -1.06  0.02  1.24

E_LUMO: 0.4 eV
frontier orbital gap: 8.06 eV
energy above the lowest of the compared OMol25 structures with the same formula, charge and spin: 186.2 kcal/mol
HOMO: -7.671 eV

Results of the natural (NBO) charge analysis, in e, for atoms 1 through 5:
1 C 0.32
2 C -0.40
3 C -0.23
4 C -0.12
5 C -0.09

# 5
DFT (wB97M-V/def2-TZVPD) results for a single C5H5NO2 molecule in a non-equilibrium geometry.

Atoms and positions in Å:
C  -2.37  -0.25  1.76
C  -0.67  0.16  0.09
C  0.13  1.31  -1.43
C  0.70  -0.42  0.51
C  1.10  -0.67  -0.95
N  -1.60  0.20  0.93
O  -0.24  2.36  -1.73
O  1.14  0.49  -1.68
H  -2.41  0.21  2.76
H  1.23  0.35  1.02
H  0.51  -1.27  1.18
H  2.05  -1.16  -1.05
H  0.44  -1.31  -1.41

⟨S²⟩: 2.0495
E_LUMO (alpha / beta): 0.6 / -1.3 eV
frontier orbital gap (alpha / beta): 6.02 / 7.75 eV
energy above the lowest of the compared OMol25 structures with the same formula, charge and spin: 58.0 kcal/mol
multiplicity: 3
HOMO (alpha / beta): -5.382 / -9.042 eV

Results of the natural (NBO) charge analysis, in e, for atoms 1 through 5:
1 C -0.03
2 C 0.25
3 C 0.80
4 C -0.53
5 C -0.06

# 6
DFT (wB97M-V/def2-TZVPD) results for a single C5H7NO molecule.

Atoms and positions in Å:
O  1.59  1.61  -1.54
C  1.05  0.68  -1.00
C  1.36  -0.19  0.22
N  0.06  -0.89  0.01
C  -0.98  -0.61  0.99
C  -1.66  0.71  0.85
C  -0.25  -0.10  -1.21
H  2.23  -0.85  0.09
H  1.46  0.35  1.17
H  -0.58  -0.55  2.02
H  -1.70  -1.44  1.00
H  -0.85  1.46  0.66
H  -1.18  0.49  -1.13
H  -0.32  -0.67  -2.14

E_LUMO (alpha / beta): -0.9 / -0.9 eV
frontier orbital gap (alpha / beta): 8.13 / 8.13 eV
energy above the lowest of the compared OMol25 structures with the same formula, charge and spin: 138.1 kcal/mol
HOMO (alpha / beta): -9.001 / -9.006 eV

Results of the natural (NBO) charge analysis, in e, for atoms 1 through 5:
1 O -0.49
2 C 0.59
3 C -0.35
4 N -0.42
5 C -0.41